Here is a molecular structure, C18H23N3PS2Se2V at a distorted geometry from the Open Molecules 2025 dataset. Energies are from wB97M-V/def2-TZVPD.

Positions of all 50 atoms, in Å:
Se 3.01756 -2.16187 1.12933
Se 2.74567 1.00327 -4.28967
V 2.27121 -0.24221 0.23290
S 0.83706 1.04581 1.40896
S 3.90431 1.33291 0.70817
P -0.40556 -1.60764 -0.32749
N 0.06734 6.85446 2.96731
N 2.31032 0.00666 -1.60037
N 3.96966 7.35572 2.03885
C 1.63686 2.56807 1.59388
C 2.52239 0.41819 -2.67383
C -0.61155 -1.87911 2.38005
C 3.62773 3.93215 1.45947
C 2.89886 5.04542 1.87379
C -2.48196 -3.37249 -1.48445
C -0.07649 -4.06787 -1.56713
C 0.74250 5.99168 2.60499
C -1.12852 -3.29060 -0.78208
C -0.51926 -0.86763 -2.99881
C 3.01815 2.69333 1.28820
C 1.51476 4.91199 2.17296
C -2.40566 0.13380 -1.64504
C 0.91567 3.66089 2.03431
C 3.49726 6.30602 1.97063
C -2.86144 -1.67388 1.33851
C -1.39827 -1.24435 1.22981
C -0.96601 -0.36371 -1.62567
H -2.49143 0.92730 -2.38923
H -3.24286 -1.34504 2.30844
H -2.81436 -4.41209 -1.50700
H -0.74336 -2.96124 2.40290
H 0.88789 -3.98450 -1.06894
H 4.68402 4.02795 1.24751
H -0.13437 3.53965 2.26025
H -2.94925 -2.75796 1.29994
H -0.39165 -0.03808 -3.69358
H 0.02083 -3.67466 -2.57591
H -0.32944 0.49778 -1.36604
H -0.35107 -5.12171 -1.63437
H -3.24757 -2.79127 -0.98399
H -2.41013 -3.02985 -2.51167
H -3.49025 -1.24233 0.56268
H -1.22075 -3.77323 0.20037
H 0.44230 -1.37523 -2.91474
H -1.34559 -0.15481 1.34057
H -3.10508 -0.65568 -1.90770
H -2.67915 0.55080 -0.67950
H -0.94647 -1.46807 3.33144
H 0.45564 -1.68424 2.26638
H -1.24047 -1.56251 -3.42538

* frontier orbital gap (spin up / spin down): 0.1815 / 0.2080 hartree
* multiplicity: 3
* highest occupied orbital energy (spin up / spin down): -0.55 / -1.28 eV
* charge: -2
* energy: -7748.70775 Ha
* lowest unoccupied orbital energy (spin up / spin down): 4.39 / 4.39 eV

---

Here is a molecular structure, C21H62AgBN5O7V at a distorted geometry from the Open Molecules 2025 dataset. Energies are from wB97M-V/def2-TZVPD.

Positions of all 98 atoms, in Å:
Ag -3.40414 -0.29060 -0.61212
V -2.39729 2.96923 -0.60888
O 1.77345 -4.31192 1.85832
O -4.61749 -1.66181 0.73387
O -0.37881 -2.86059 -2.71061
O 4.86095 0.64951 -1.16774
O -1.15069 1.16653 -0.05055
O -2.61870 3.72473 1.69930
O -3.11735 4.41389 -0.86832
N 1.81420 2.66010 -0.99954
N -2.52688 -2.73346 -0.63567
N 0.34564 0.86738 -3.21772
N 3.40328 -0.94440 2.20752
N -0.44636 4.28595 -0.08167
C -0.05377 -0.58821 -5.20709
C 3.24595 2.37635 -0.78739
C -4.66850 -3.02727 0.34542
C 2.24404 -2.98609 1.47969
C -3.60378 3.74738 2.73520
C -0.44162 4.28218 1.38503
C 0.33686 -4.02431 -2.16873
C -3.25511 -3.60305 0.16718
C 5.10979 -0.71057 -1.47911
C -5.90660 -1.29832 1.18383
C -2.46686 -3.47798 1.49737
C -0.47537 0.44679 0.95628
C 0.48552 -1.62251 -2.88729
C 0.67629 5.24047 1.66863
C 2.73195 -5.27884 2.23780
C 3.56145 2.43220 0.68802
C -1.73589 4.74208 1.91411
C 3.62962 1.10387 -1.52588
C 3.05740 -2.31498 2.67490
C 2.49816 -2.11068 4.01773
C -0.12564 -0.43815 -3.66155
B -1.89715 2.79528 -2.81106
H -2.39840 1.99075 -2.29557
H 4.82264 -0.97486 -2.49685
H 0.58474 -4.71791 -2.97221
H 3.95221 -2.93737 2.67996
H 1.69323 5.09799 1.30306
H -0.33183 3.23630 1.67168
H -4.27364 2.91865 2.50587
H -3.36923 -4.65098 -0.11018
H 0.35892 6.20868 1.28140
H -1.62006 5.05585 2.95152
H 2.75581 -2.79412 0.53664
H -2.13529 5.69218 1.55929
H 1.23020 1.84813 -0.85901
H 0.58957 0.26950 0.80605
H 1.61918 -1.51267 4.25831
H -4.27127 4.60204 2.62515
H 0.81218 5.24344 2.75012
H 0.28775 3.64090 -0.33684
H 0.14343 0.87183 -2.22818
H -0.63843 1.11297 1.80346
H -0.60016 0.22324 -5.68782
H 2.79394 1.84072 1.18720
H 2.20677 -6.23392 2.24842
H 3.75906 3.27758 -1.12298
H -2.40808 -2.48704 1.94759
H 0.96859 -0.57838 -5.58497
H -0.54480 -1.48122 -5.59377
H -6.59698 -1.13498 0.35631
H 6.13690 -1.00769 -1.26731
H -0.95013 -0.50411 1.19814
H -1.40241 2.39322 -3.68158
H 1.36995 -2.34421 1.36988
H 0.60223 -1.35258 -1.83771
H 3.54020 3.42876 1.12908
H 1.19449 -3.73830 -1.55983
H -0.27729 5.17991 -0.52025
H -2.87464 -4.00976 2.35704
H -1.69004 -3.23228 -0.90209
H -6.00081 -0.39917 1.79272
H -3.16687 3.61319 3.72475
H -6.50306 -2.01940 1.74274
H 3.24254 -5.07998 3.18006
H 3.39949 -5.41812 1.38745
H 4.54066 -1.27562 -0.74092
H 2.68192 -0.32592 2.54989
H 2.18957 -3.05156 4.47339
H 2.88323 0.34901 -1.27853
H 3.25736 -1.71573 4.69280
H 4.52329 1.95867 0.88477
H -5.23168 -3.11613 -0.58358
H -5.11037 -3.68537 1.09358
H -1.14957 -0.21906 -3.35878
H -1.44491 -3.85702 1.48985
H 1.39447 -2.04454 -3.31602
H -1.13067 3.20751 -2.17324
H 3.50090 1.14714 -2.60738
H -0.29480 1.56985 -3.55901
H -3.10190 -2.63097 -1.45965
H -0.41453 -4.40038 -1.47441
H -2.68243 3.47074 -3.11329
H 1.63205 2.68271 -1.99272
H 3.46073 -0.82013 1.20684

* frontier orbital gap (spin up / spin down): 0.2350 / 0.2338 hartree
* multiplicity: 2
* highest occupied orbital energy (spin up / spin down): -10.85 / -10.85 eV
* charge: +1
* energy: -2753.01112 Ha
* lowest unoccupied orbital energy (spin up / spin down): -4.45 / -4.49 eV

---

Here is C23H20N2O7S in the gas phase at a distorted geometry from the Open Molecules 2025 dataset. Energies are from wB97M-V/def2-TZVPD.

Positions of all 53 atoms, in Å:
S 2.13748 4.54953 -0.68646
O -4.09476 -2.18671 -0.39116
O -2.88922 -3.25269 -2.04072
O 3.48141 4.33079 -1.11495
O 1.51804 5.80941 -0.96597
O 2.15806 -1.81502 2.47205
O 1.56596 -0.08917 -2.70569
O -1.23327 -0.07186 -2.17475
N 0.02892 -1.25582 2.98454
N 2.04998 4.40076 1.00220
C -0.42951 0.98145 -1.84859
C 0.94335 0.98277 -2.14322
C -2.15687 -3.23385 -0.88036
C -1.00413 2.08343 -1.22201
C 1.93407 3.12153 1.52886
C -1.09932 -2.90719 1.63474
C -0.90038 -3.73209 -0.64038
C 0.79124 1.50945 2.90039
C -4.09679 -2.58113 -1.74541
C 0.79253 -1.27207 -2.67823
C 1.10943 3.18574 -1.22312
C 1.30380 -0.96122 2.60711
C -0.64047 -0.96330 -3.10156
C 1.55064 0.48369 2.34414
C 2.76598 2.11233 1.04597
C -0.38016 -3.54898 0.63953
C 0.97889 2.81593 2.49625
C -2.88741 -2.58325 0.11452
C -0.46159 -2.62165 2.97148
C -2.38232 -2.41074 1.37811
C 2.56897 0.81003 1.44976
C 1.70326 2.10503 -1.83725
C -0.23442 3.18431 -0.89820
H -0.34365 -4.23986 -1.41025
H 0.40111 -3.26877 3.13714
H 3.54493 2.37317 0.34887
H -4.94743 -3.25478 -1.93261
H 1.27131 -1.96868 -3.36697
H -0.63303 -0.50508 -4.09951
H -2.05925 2.05085 -1.00291
H 2.75335 2.12469 -2.07543
H 0.37410 3.60671 2.91671
H 1.42777 5.09052 1.39676
H 0.61329 -3.90728 0.85937
H 0.78891 -1.69352 -1.66402
H -1.17975 -2.74567 3.78617
H 0.05248 1.29925 3.66028
H -4.18682 -1.69008 -2.38762
H -0.67239 -0.53864 2.88730
H -1.25844 -1.86076 -3.11329
H -0.66917 4.04669 -0.41994
H 3.18871 0.01344 1.06723
H -2.95740 -1.91160 2.14108

* frontier orbital gap: 0.3269 hartree
* multiplicity: 1
* highest occupied orbital energy: -8.46 eV
* energy: -1922.82993 Ha
* SMILES string: O=C(NCc1ccc2c(c1)OCO2)c1ccc(NS(=O)(=O)c2ccc3c(c2)OCCO3)cc1
* lowest unoccupied orbital energy: 0.43 eV

---

One value per record, in order, for relative energy (zero: lowest compared OMol25 entry of this formula, charge and spin): 1.116, 4.316, 0.033 eV.